Molecular formula: C32H39N3O3S4
Method: DFT, wB97M-V/def2-TZVPD

## Properties
* energy: -3225.48231 hartree
* total charge: 0
* lowest unoccupied orbital energy: -0.2612 eV
* frontier orbital gap: 0.28675 hartree
* SMILES: Cc1cccc(Cc2cc(CCCSC(=S)N3CCOCC3)cc3c2N(S)c2cccc(CCC(N)=O)c2S3)c1.CO
* largest force on an atom: 0.94 eV/Å
* E_HOMO: -8.06 eV

Geometry as XYZ:
```
81
Properties=species:S:1:pos:R:3:forces:R:3:mulliken_charge:R:1
C -4.525003 -1.035434 -0.616742 -0.1 0.3 -0.1 -1.72
C -4.329033 -0.338991 0.696493 0.1 0.1 0.5 0.51
C -5.337344 -0.344236 1.663552 0.4 0.3 -0.1 -0.58
C -5.157333 0.348388 2.857716 0.2 -0.2 -0.3 -0.74
C -3.975159 1.041895 3.095346 -0.2 -0.1 -0.2 -0.80
C -2.955669 1.071125 2.140040 -0.4 -0.3 0.0 0.65
C -1.712826 1.883607 2.429070 0.1 -0.2 -0.3 -1.71
C -0.481090 1.485594 1.655412 0.2 -0.5 0.3 0.24
C 0.219535 0.340567 2.063169 0.2 0.2 -0.5 -0.24
C 1.382212 -0.089754 1.420251 -0.2 0.4 -0.4 0.35
C 2.177674 -1.276928 1.884677 -0.2 -0.7 0.3 -1.12
C 2.609964 -2.262145 0.793539 0.0 0.5 -0.3 -1.06
C 1.510056 -2.779351 -0.133556 0.7 -0.4 -0.2 -0.61
S 0.772424 -4.225959 0.669155 -0.9 0.4 0.2 -0.15
C -0.151720 -5.001432 -0.605574 0.3 0.2 -0.1 -0.06
S 0.350120 -5.088456 -2.145776 -0.1 0.1 -0.2 -0.23
N -1.345398 -5.588631 -0.102798 0.0 -0.6 0.0 0.07
C -2.534125 -5.037545 -0.778687 -0.1 -0.1 0.2 -0.63
C -3.812730 -5.716867 -0.293059 0.2 0.1 -0.1 -0.61
O -3.742284 -7.129567 -0.356318 -0.1 0.1 0.2 -0.42
C -2.621892 -7.537230 0.414490 -0.2 0.0 -0.2 -0.67
C -1.369949 -7.059708 -0.273105 0.0 0.5 0.2 -0.57
C 1.819430 0.655500 0.321717 -0.3 0.3 0.2 -0.15
C 1.127077 1.789421 -0.103312 0.1 -0.1 0.3 1.49
C -0.020939 2.226523 0.563850 0.0 -0.3 0.3 -1.73
N -0.712097 3.409431 0.168667 0.2 0.1 -0.7 0.50
S -2.127720 3.167586 -0.804816 -0.2 -0.2 0.3 -0.19
C 0.084882 4.479385 -0.359666 0.0 0.5 0.1 -0.12
C -0.347089 5.775406 -0.082298 0.4 0.2 -0.1 -0.41
C 0.334567 6.872413 -0.595529 0.1 -0.5 -0.2 -1.02
C 1.456537 6.667073 -1.393598 -0.3 -0.2 0.2 -0.62
C 1.925511 5.382707 -1.675292 -0.2 0.2 0.3 0.31
C 3.146238 5.230875 -2.541278 -0.1 0.2 -0.2 -1.61
C 2.805825 5.081221 -4.055109 0.2 0.0 0.7 -0.18
C 3.612518 4.036633 -4.775965 0.2 0.2 0.1 0.10
N 3.398281 2.700875 -4.421265 0.2 -0.2 -0.2 -0.35
O 4.361567 4.341941 -5.671492 0.0 0.0 -0.5 -0.59
C 1.220452 4.287830 -1.149144 0.0 0.1 0.1 0.88
S 1.767590 2.652053 -1.497317 -0.1 -0.1 -0.2 -0.37
C -3.143938 0.350791 0.962111 -0.2 0.1 0.1 0.50
H -5.035484 -0.371820 -1.316920 -0.1 0.0 0.0 0.36
H -3.574156 -1.285598 -1.077834 0.1 -0.2 0.0 0.33
H -5.143879 -1.923164 -0.516720 0.0 -0.2 0.0 0.38
H -6.251166 -0.885710 1.461010 -0.1 0.0 0.1 0.44
H -5.943702 0.331963 3.598423 0.0 0.0 0.1 0.38
H -3.864424 1.560956 4.038680 0.1 0.1 0.0 0.44
H -1.509814 1.753462 3.490453 0.1 0.3 0.1 0.55
H -1.909627 2.932254 2.213437 -0.1 0.1 0.2 0.44
H -0.144247 -0.221096 2.914176 -0.1 0.0 0.1 0.43
H 3.089672 -0.950266 2.374317 0.1 0.2 0.1 0.10
H 1.622350 -1.841240 2.636767 -0.2 0.2 0.1 0.40
H 3.377923 -1.781631 0.188046 0.0 0.0 -0.1 0.34
H 3.092532 -3.121675 1.254274 0.2 0.0 0.1 0.65
H 1.957883 -3.101083 -1.069441 0.0 -0.1 -0.1 0.60
H 0.758956 -2.033503 -0.381333 -0.2 0.0 0.2 0.31
H -2.457140 -5.159346 -1.862923 0.1 0.1 -0.1 0.41
H -2.589925 -3.985632 -0.516407 -0.1 0.3 -0.2 0.41
H -4.625030 -5.416518 -0.949432 -0.1 0.1 0.1 0.34
H -4.014945 -5.395119 0.733635 -0.1 0.0 0.1 0.38
H -2.706762 -7.061189 1.394960 0.2 -0.2 0.2 0.36
H -2.630461 -8.617855 0.524452 -0.2 -0.1 -0.1 0.38
H -0.490519 -7.510709 0.180541 0.2 0.1 0.0 0.43
H -1.425577 -7.280993 -1.341958 0.1 -0.4 0.0 0.38
H 2.726067 0.389201 -0.205258 0.1 -0.1 0.0 0.34
H -1.736491 2.088126 -1.507092 0.2 0.1 -0.2 0.12
H -1.220076 5.934148 0.533906 -0.1 -0.2 0.1 0.50
H -0.010382 7.874327 -0.391308 0.0 0.1 0.0 0.39
H 1.970287 7.526460 -1.802562 0.1 0.0 0.0 0.43
H 3.717035 6.148038 -2.424146 0.2 0.0 0.0 0.54
H 3.784692 4.421993 -2.189151 -0.1 -0.2 0.1 0.66
H 1.746657 4.854561 -4.149506 -0.1 -0.1 -0.2 0.41
H 3.044490 6.016223 -4.547497 -0.3 0.1 -0.1 0.35
H 3.772922 2.446032 -3.516177 -0.4 0.1 0.2 0.17
H 3.825807 2.116657 -5.129506 0.2 0.0 0.1 0.29
H -2.361592 0.341910 0.213084 0.1 0.0 0.0 0.22
C 5.962883 -0.659322 3.320829 0.0 0.1 -0.1 -0.60
O 5.344786 -0.766894 2.040879 0.1 0.0 0.1 -0.41
H 5.406451 -1.297715 4.002527 0.0 0.0 0.0 0.23
H 7.001462 -0.996460 3.289644 0.0 0.0 0.0 0.27
H 5.931173 0.367835 3.692223 0.0 0.0 0.0 0.28
H 5.832253 -0.206218 1.431348 0.0 0.0 0.0 0.26
```
Forces are in eV/Å.

***

Molecular formula: C4H6N2
Method: DFT, wB97M-V/def2-TZVPD

## Properties
* energy: -265.28788 hartree
* total charge: 0
* lowest unoccupied orbital energy: 0.1036 eV
* frontier orbital gap: 0.31596 hartree
* energy relative to the best compared isomer or geometry (same formula, charge and spin): 155.43 kcal per mole
* largest force on an atom: 1.04 eV/Å
* E_HOMO: -8.49 eV

Geometry as XYZ:
```
12
Properties=species:S:1:pos:R:3:forces:R:3:mulliken_charge:R:1
C 1.438457 -0.626299 -0.373867 0.0 -0.1 0.0 -1.01
C 0.216471 -0.055293 0.227280 -0.1 0.2 0.0 0.40
N -0.167162 1.022361 0.807142 0.2 -0.1 0.0 -0.23
C -1.277682 0.321238 0.141656 -0.2 0.1 -0.2 -0.25
C -1.735108 1.001585 -1.050208 -0.3 0.4 -0.8 0.25
N -2.183570 1.461787 -2.017158 0.4 -0.4 0.9 -0.45
H 1.799911 0.088560 -1.124016 -0.1 -0.1 0.1 0.35
H 2.221458 -0.781374 0.372684 -0.1 0.1 -0.1 0.31
H 1.210032 -1.569439 -0.872560 0.0 0.1 0.1 0.27
H -0.394507 -1.379872 1.255568 0.0 0.0 0.0 0.07
H 0.032445 1.541454 1.653862 0.0 -0.1 -0.1 0.25
H -1.160745 -1.024709 0.979616 0.2 -0.1 0.0 0.03
```
Forces are in eV/Å.

***

Molecular formula: H7O4
Method: DFT, wB97M-V/def2-TZVPD

## Properties
* energy: -305.18496 hartree
* total charge: -1
* lowest unoccupied orbital energy: 4.4753 eV
* frontier orbital gap: 0.32887 hartree
* energy relative to the best compared isomer or geometry (same formula, charge and spin): 15.99 kcal per mole
* largest force on an atom: 3.81 eV/Å
* E_HOMO: -4.47 eV

Geometry as XYZ:
```
11
Properties=species:S:1:pos:R:3:forces:R:3:mulliken_charge:R:1
O -0.710478 -0.547885 -0.361743 0.6 0.9 0.5 -1.08
H -1.342483 -1.206204 -0.636275 -0.1 -0.2 -0.2 0.11
O 1.300219 -0.287821 -2.222732 0.8 0.4 3.7 -0.72
H 0.626509 0.033358 -1.449385 0.8 -1.6 -2.2 0.38
H 2.037203 -0.654878 -1.607217 -1.8 0.8 -1.7 0.29
O 1.224398 -0.469222 1.500457 2.0 1.1 0.3 -0.68
H 1.810123 0.232105 1.123985 -0.8 -0.9 0.6 0.28
H 0.602725 -0.636166 0.780674 -1.4 -0.3 -0.8 0.41
O -1.873491 1.587371 0.836936 -1.1 -1.5 2.3 -0.72
H -1.385662 0.826781 0.364410 -0.4 0.0 0.2 0.45
H -2.289060 1.122560 1.670894 1.4 1.3 -2.7 0.28
```
Forces are in eV/Å.

***

Molecular formula: C18H24N2O3
Method: DFT, wB97M-V/def2-TZVPD

## Properties
* energy: -1035.54761 hartree
* total charge: 0
* lowest unoccupied orbital energy: 0.7850 eV
* frontier orbital gap: 0.34965 hartree
* energy relative to the best compared isomer or geometry (same formula, charge and spin): 34.29 kcal per mole
* SMILES: COC[C@@H]1CCCN(C(=O)c2ccc3oc(C(C)C)nc3c2)C1
* largest force on an atom: 1.28 eV/Å
* E_HOMO: -8.73 eV

Geometry as XYZ:
```
47
Properties=species:S:1:pos:R:3:forces:R:3:mulliken_charge:R:1
C -3.886999 -1.691386 -2.021285 -0.1 0.0 0.0 -0.78
O -2.978609 -1.098783 -1.131152 0.2 0.1 0.1 -0.26
C -3.284618 -1.353338 0.220113 0.2 -0.1 0.2 -1.10
C -2.227799 -0.684011 1.097610 -0.3 0.0 -0.2 0.90
C -2.500992 -0.907988 2.593836 -0.1 0.0 -0.1 -1.00
C -3.366713 0.215376 3.159605 0.2 -0.1 0.0 -0.61
C -2.594962 1.538571 3.096773 -0.1 0.2 0.4 -0.88
N -1.693639 1.543897 1.960176 -0.2 0.0 0.1 0.18
C -0.420409 1.963952 2.124221 0.0 0.1 -0.2 0.20
O -0.023636 2.471622 3.157105 0.2 0.1 0.2 -0.69
C 0.480950 1.784367 0.935384 0.2 0.1 0.1 -0.13
C 0.629511 2.838065 0.027100 -0.1 -0.1 0.1 -0.03
C 1.487218 2.753671 -1.053827 0.3 -0.1 -0.3 -1.37
C 2.194415 1.574755 -1.188483 -0.6 -0.4 1.1 0.77
O 3.098048 1.193630 -2.128247 0.1 0.3 -0.4 -0.47
C 3.469534 -0.059051 -1.755875 -0.2 -0.3 0.4 0.46
C 4.481722 -0.777811 -2.578555 0.1 0.0 -0.1 0.51
C 5.774004 -0.926984 -1.770823 -0.1 0.1 -0.1 -1.44
C 3.937303 -2.146349 -2.989193 0.0 0.2 0.0 -1.43
N 2.898999 -0.503893 -0.689435 0.5 -0.5 -0.2 -0.66
C 2.063830 0.508091 -0.275717 -0.1 1.0 -0.5 0.66
C 1.200730 0.608491 0.805160 0.1 0.1 -0.2 -0.36
C -2.181589 0.829455 0.808555 0.1 -0.4 -0.4 -1.38
H -3.554831 -1.432461 -3.024260 -0.1 -0.1 0.0 0.23
H -4.905116 -1.312270 -1.863967 0.0 0.0 0.0 0.32
H -3.899849 -2.783127 -1.910586 0.0 0.0 0.0 0.31
H -4.287793 -0.962645 0.458490 0.0 0.0 0.0 0.38
H -3.294454 -2.439588 0.405920 0.0 0.1 0.0 0.45
H -1.261557 -1.121099 0.832161 0.0 0.0 0.0 0.17
H -2.985919 -1.873743 2.743393 0.1 -0.1 0.1 0.49
H -1.554727 -0.922322 3.137549 0.0 -0.1 0.0 0.39
H -4.292407 0.285335 2.586288 -0.1 0.0 0.0 0.31
H -3.634783 0.001640 4.194435 -0.1 0.0 0.0 0.41
H -3.287193 2.386062 3.024495 0.1 0.0 0.1 0.22
H -1.977735 1.679064 3.987813 -0.1 0.0 -0.1 0.49
H 0.057598 3.740316 0.182855 0.0 0.1 0.0 0.47
H 1.603205 3.564717 -1.754437 0.0 0.1 -0.1 0.45
H 4.675233 -0.170473 -3.468630 0.0 -0.1 0.1 0.19
H 6.170801 0.047558 -1.495856 0.1 0.1 0.1 0.38
H 5.574842 -1.490174 -0.863031 0.0 -0.1 0.1 0.34
H 6.521237 -1.453629 -2.359186 0.1 0.0 0.0 0.41
H 4.682780 -2.685271 -3.568512 0.1 -0.1 -0.1 0.41
H 3.038617 -2.037729 -3.591715 -0.1 -0.1 -0.1 0.37
H 3.691073 -2.721396 -2.101003 0.0 -0.1 0.1 0.33
H 1.107461 -0.195665 1.516748 0.0 -0.1 0.1 0.56
H -3.189476 1.193789 0.586090 0.0 0.0 -0.1 0.49
H -1.553307 1.028765 -0.058099 -0.2 0.0 0.1 0.33
```
Forces are in eV/Å.

***

Molecular formula: C3H10N4
Method: DFT, wB97M-V/def2-TZVPD

## Properties
* energy: -339.05679 hartree
* total charge: 0
* lowest unoccupied orbital energy (spin up / spin down): 0.7250 / 0.7247 eV
* frontier orbital gap (spin up / spin down): 0.28405 / 0.28398 hartree
* energy relative to the best compared isomer or geometry (same formula, charge and spin): 170.16 kcal per mole
* largest force on an atom: 1.42 eV/Å
* E_HOMO (spin up / spin down): -7.00 / -7.00 eV

Geometry as XYZ:
```
17
Properties=species:S:1:pos:R:3:forces:R:3:mulliken_charge:R:1
N 1.382801 0.171135 1.124941 0.2 0.1 0.1 0.02
N 2.521631 -0.085187 0.304432 0.0 0.0 0.0 -0.65
N 1.370280 1.477449 1.668406 -0.2 -0.1 0.1 -0.58
H 1.342773 -0.481711 1.903255 0.0 0.1 -0.2 0.26
H 1.085570 2.106765 0.924059 0.1 -0.1 0.0 0.24
H 2.202962 -0.405604 -0.605393 -0.2 0.0 0.1 0.27
H 3.110805 -0.810505 0.703511 -0.2 0.1 0.0 0.24
H 2.301318 1.751608 1.978922 -0.1 -0.1 -0.1 0.28
C -0.383576 -0.242911 -0.048855 0.5 0.1 0.2 0.52
C -2.429911 -1.123922 -2.188459 0.0 0.2 0.0 -0.13
C -1.338000 0.469587 0.479940 -0.1 0.1 0.2 -1.01
N -1.237496 -1.441342 -2.042523 0.9 0.0 0.5 -0.73
H -0.382488 -1.000292 -1.025421 -1.1 -0.2 -0.9 0.46
H -2.999061 -0.427441 -1.535724 0.0 0.0 0.1 0.05
H -3.009274 -1.502041 -3.041632 -0.1 0.0 0.0 0.25
H -1.209864 1.055643 1.384582 0.1 0.0 -0.1 0.36
H -2.328471 0.488766 0.015957 0.2 -0.2 0.0 0.14
```
Forces are in eV/Å.

***

Which of these has the highest energy? C4H6N2

***

Look up the energy of the third one. -305.18496 hartree

***

The lowest total charge belongs to which entry? H7O4